Entry 1:
Below is an isolated molecule of C8H18NOP, with properties calculated with ωB97M-V with the def2-TZVPD basis set.

Structure (XYZ):
```
29
Properties=species:S:1:pos:R:3:lowdin_charge:R:1
H -0.77 -1.76 1.19 0.08
N 0.66 0.72 -1.37 -0.10
H 0.91 0.08 2.94 0.04
H 1.32 2.33 0.85 0.12
H -1.69 1.65 1.23 0.09
H 1.13 1.39 -3.78 0.08
H -2.58 -0.63 -0.63 0.07
C 1.23 1.24 1.15 -0.34
O -0.76 -0.79 -2.21 -0.09
C 1.16 1.10 2.69 -0.14
C 0.63 0.41 -3.77 -0.04
H 2.17 -2.09 0.48 0.06
H -2.86 -0.52 1.11 0.06
C 0.14 0.07 -2.40 -0.67
H 0.93 -3.20 1.10 0.06
H -0.15 0.19 -4.53 0.09
H 2.21 1.40 3.10 0.10
C -1.63 1.03 0.31 -0.32
C -2.77 0.02 0.21 -0.14
H -0.39 -2.02 -0.49 0.12
H -3.62 0.53 -0.09 0.05
C 0.03 -1.53 0.48 -0.30
H -1.84 1.74 -0.52 0.11
H 2.06 0.81 0.76 0.02
P 0.00 0.35 0.15 0.93
H 0.46 1.87 3.21 0.09
H 1.44 -1.98 2.11 0.09
H 1.33 -0.20 -4.27 0.05
C 1.27 -2.19 1.00 -0.15
```

Summary:
Gap between HOMO and LUMO, eV: 9.04
Charge: 0
LUMO energy, eV: 0.71
Relative energy (zero: lowest compared OMol25 entry of this formula, charge and spin), kJ/mol: 47.2
Spin multiplicity: 1

=====

Entry 2:
Below is a structure of composition C8H19AlBFNO4, with properties calculated with ωB97M-V with the def2-TZVPD basis set.

Structure (XYZ):
```
35
Properties=species:S:1:pos:R:3:lowdin_charge:R:1
O 5.71 1.34 1.05 0.05
H -3.78 -1.13 1.91 0.07
H -1.19 -0.19 -0.39 0.07
O -4.32 -3.00 -1.28 0.03
H -1.28 -2.66 1.62 -0.11
H -4.98 0.76 -1.16 0.07
C -0.10 -1.94 -1.01 -0.27
C 4.46 3.25 0.95 -0.12
H -2.73 0.06 1.15 0.07
H 4.10 4.00 0.25 0.13
H 1.73 0.46 -0.60 0.07
C 5.82 2.68 0.59 -0.13
O 3.62 2.10 0.89 0.05
H -1.48 -4.53 -0.28 -0.11
H 1.08 -0.42 0.84 0.08
H 4.43 3.66 1.96 0.13
H 0.86 -2.24 -0.57 0.03
H -4.44 0.44 1.45 0.07
C -3.74 -0.35 1.15 -0.15
F -0.24 0.21 -2.13 -0.08
H 6.00 2.68 -0.49 0.13
H 6.64 3.18 1.09 0.13
H -0.08 -2.23 -2.06 0.04
O 3.99 -0.10 1.25 0.18
H -4.05 -0.34 -2.16 0.08
H -3.22 0.77 -1.08 0.07
C -4.09 0.11 -1.17 -0.12
H -4.98 -2.46 -1.76 0.07
H 0.45 1.15 0.38 0.07
B -3.52 -2.20 -0.48 -0.63
C -0.23 -0.43 -0.87 -0.48
C 4.39 0.99 1.08 -0.56
Al -1.55 -2.93 0.03 0.30
C 0.85 0.21 -0.01 -0.06
N -4.15 -0.89 -0.13 -0.19
```

Summary:
Gap between HOMO and LUMO, eV: 5.97
Charge: -1
LUMO energy, eV: 2.19
Spin multiplicity: 1

=====

Entry 3:
Below is an isolated molecule of C8H19BN2, with properties calculated with ωB97M-V with the def2-TZVPD basis set.

Structure (XYZ):
```
30
Properties=species:S:1:pos:R:3:lowdin_charge:R:1
H -2.48 0.49 1.98 0.11
H 1.74 -1.54 2.59 0.09
H -0.78 0.94 1.99 0.13
N -0.63 2.14 -0.27 0.07
C 2.54 0.18 -0.36 -0.27
H -2.15 2.67 0.98 0.13
H -3.40 -0.52 0.41 0.10
H 2.31 1.81 -1.98 0.11
C -2.55 -1.05 -0.08 -0.29
N -1.40 -0.64 0.69 -0.02
H 2.33 2.40 -0.29 0.09
H 3.64 0.12 -0.34 0.11
C 2.00 1.54 -0.91 -0.13
C -2.43 -0.89 -1.69 -0.05
H 0.95 -0.25 1.06 0.03
H -2.65 1.50 -0.35 0.10
C -1.89 1.75 0.40 -0.17
H -3.40 -0.89 -2.10 0.05
H -2.22 0.17 -1.80 0.04
H 2.25 -0.75 -0.92 0.12
C 2.48 -1.43 1.72 -0.12
H 3.59 -1.32 2.00 0.09
H -1.65 -1.48 -2.05 0.05
B 0.40 1.45 -0.71 -0.13
C 2.01 -0.14 1.04 -0.32
H 2.38 -2.34 1.11 0.07
H 2.50 0.79 1.54 0.14
H -0.58 3.17 -0.36 0.14
C -1.61 0.57 1.32 -0.35
H -2.76 -2.12 0.03 0.09
```

Summary:
Gap between HOMO and LUMO (alpha / beta), eV: 6.03 / 8.27
Charge: 0
LUMO energy (alpha / beta), eV: -0.07 / 0.23
Relative energy (zero: lowest compared OMol25 entry of this formula, charge and spin), kJ/mol: 469.5
Spin multiplicity: 1

=====

- Which value of spin multiplicity does entry 3 give?
  1

=====

- Which of these has the lowest charge?
  C8H19AlBFNO4

=====

- Look up the spin multiplicity of the second one.
  1